Arrangement a

One molecule with the formula CH6OSi2. Source: OMol25; level of theory: ωB97M-V/def2-TZVPD.

Last columns: bonded neighbours and bond lengths (Å).
Geometry (Å):
1 C 0.91 -0.10 -0.52  Si3 1.861, Si4 1.971, H5 1.156, H6 1.187
2 O -1.19 0.09 0.97  Si3 1.701, Si4 1.718
3 Si 0.48 0.01 1.28  C1 1.861, O2 1.701, Si4 2.528, H7 1.405, H8 1.477
4 Si -1.03 0.20 -0.74  C1 1.971, O2 1.718, Si3 2.528, H9 1.370, H10 1.517
5 H 1.75 0.60 -0.89  C1 1.156
6 H 1.17 -1.12 -1.08  C1 1.187
7 H 0.44 -1.26 1.89  Si3 1.405
8 H 0.77 1.39 1.72  Si3 1.477
9 H -1.47 1.23 -1.51  Si4 1.370
10 H -1.83 -1.03 -1.12  Si4 1.517

Summary:
* HOMO-LUMO gap: 10.8 eV
* lowest unoccupied orbital energy: 0.615 eV

natural (NBO) population analysis, charges in e, atoms 1 to 6:
1 C -1.393
2 O -1.218
3 Si 1.407
4 Si 1.435
5 H 0.272
6 H 0.279



Arrangement b

A 2-piece molecular cluster, CH6OSi2 overall. Source: OMol25; level of theory: ωB97M-V/def2-TZVPD.

Last columns: bonded neighbours and bond lengths (Å).
Geometry (Å):
1 C -0.56 -0.63 1.49  O2 1.204, Si4 1.860, H5 1.188
2 O 0.42 -0.88 2.15  C1 1.204
3 Si 1.06 0.19 -1.47  Si4 2.295, H6 1.495, H7 1.559, H8 1.448
4 Si -0.58 0.59 0.09  C1 1.860, Si3 2.295, H9 1.348
5 H -1.50 -1.20 1.94  C1 1.188
6 H 2.51 0.35 -1.16  Si3 1.495
7 H 1.05 -1.37 -1.39  Si3 1.559
8 H 0.68 0.97 -2.63  Si3 1.448
9 H -0.48 1.74 0.78  Si4 1.348
10 H -2.60 0.24 0.19  no bonds

Summary:
* HOMO-LUMO gap: 8.5 eV
* lowest unoccupied orbital energy: -0.688 eV

natural (NBO) population analysis, charges in e, atoms 1 to 6:
1 C 0.037
2 O -0.517
3 Si 0.381
4 Si 0.617
5 H 0.122
6 H -0.093



Arrangement c

One molecule with the formula CH6OSi2. Source: OMol25; level of theory: ωB97M-V/def2-TZVPD.

Last columns: bonded neighbours and bond lengths (Å).
Geometry (Å):
1 C 0.19 1.11 0.00  Si3 2.018, Si4 1.947, H5 1.016, H6 1.022
2 O -0.11 -1.40 0.02  Si3 1.612, Si4 1.814
3 Si -1.27 -0.28 0.05  C1 2.018, O2 1.612, Si4 2.682, H7 1.513, H8 1.458
4 Si 1.41 -0.41 0.08  C1 1.947, O2 1.814, Si3 2.682, H9 1.399, H10 1.425
5 H 0.05 1.51 -0.92  C1 1.016
6 H 0.38 1.85 0.69  C1 1.022
7 H -2.36 -0.27 1.10  Si3 1.513
8 H -2.14 -0.27 -1.12  Si3 1.458
9 H 1.77 -0.98 -1.15  Si4 1.399
10 H 2.08 -0.87 1.24  Si4 1.425

Summary:
* HOMO-LUMO gap: 10.4 eV
* lowest unoccupied orbital energy: 0.235 eV

natural (NBO) population analysis, charges in e, atoms 1 to 6:
1 C -1.225
2 O -1.244
3 Si 1.452
4 Si 1.352
5 H 0.240
6 H 0.236



Stability ranking, top and bottom: arrangement a is the most stable and arrangement b is the least stable.



Arrangement a

One molecule with the formula H2NPS2. Source: OMol25; level of theory: ωB97M-V/def2-TZVPD.

Last columns: bonded neighbours and bond lengths (Å).
Geometry (Å):
1 N -1.32 0.05 -0.08  S4 1.658, H5 1.017, H6 0.975
2 P 1.57 0.94 0.01  S3 2.125, S4 2.089
3 S 3.31 -0.28 0.08  P2 2.125
4 S 0.19 -0.63 -0.10  N1 1.658, P2 2.089
5 H -2.09 -0.04 -0.74  N1 1.017
6 H -1.66 -0.05 0.83  N1 0.975

Summary:
* structure (SMILES): NSP=S
* HOMO-LUMO gap (spin up / spin down): 7.2 / 7.2 eV
* lowest unoccupied orbital energy (spin up / spin down): -1.541 / -1.541 eV

Just the natural (NBO) charges please, in e? Sure, here they are:
1 N -1.034
2 P 0.497
3 S -0.452
4 S 0.211
5 H 0.403
6 H 0.374



Arrangement b

One molecule with the formula H2NPS2. Source: OMol25; level of theory: ωB97M-V/def2-TZVPD.

Last columns: bonded neighbours and bond lengths (Å).
Geometry (Å):
1 N -1.31 -0.03 -0.01  S4 1.689, H5 0.994, H6 0.964
2 P 1.43 1.10 0.03  S3 1.911, S4 2.108
3 S 3.18 0.34 0.03  P2 1.911
4 S 0.26 -0.65 0.13  N1 1.689, P2 2.108
5 H -1.99 -0.30 0.66  N1 0.994
6 H -1.56 -0.45 -0.84  N1 0.964

Summary:
* structure (SMILES): NSP=S
* HOMO-LUMO gap: 7.7 eV
* lowest unoccupied orbital energy: -1.067 eV

Just the natural (NBO) charges please, in e? Sure, here they are:
1 N -0.974
2 P 0.519
3 S -0.415
4 S 0.128
5 H 0.378
6 H 0.363



Stability ranking, top and bottom: arrangement b is the most stable and arrangement a is the least stable.



Arrangement a

One molecule with the formula C3H2N2O2S. Source: OMol25; level of theory: ωB97M-V/def2-TZVPD.

Last columns: bonded neighbours and bond lengths (Å).
Geometry (Å):
1 C -1.27 0.78 0.61  H5 1.108, N6 1.367, O9 1.408
2 C 0.40 -0.77 0.22  C3 1.498, O9 1.352, S10 1.642
3 C 0.11 -0.81 -1.25  C2 1.498, N7 1.222
4 H -0.71 3.75 -0.54  O8 1.139
5 H -2.31 0.51 0.88  C1 1.108
6 N -0.70 1.93 0.12  C1 1.367, O8 1.381
7 N 0.35 -0.93 -2.44  C3 1.222
8 O -1.51 2.97 -0.27  H4 1.139, N6 1.381
9 O -0.31 -0.09 1.15  C1 1.408, C2 1.352
10 S 1.53 -1.85 0.71  C2 1.642

Summary:
* structure (SMILES): N#CC(=S)O/C=N/O
* HOMO-LUMO gap: 8.3 eV
* lowest unoccupied orbital energy: -1.274 eV

natural (NBO) population analysis, charges in e, atoms 1 to 6:
1 C 0.237
2 C 0.100
3 C 0.156
4 H 0.497
5 H 0.206
6 N -0.115



Arrangement b

One molecule with the formula C3H2N2O2S. Source: OMol25; level of theory: ωB97M-V/def2-TZVPD.

Last columns: bonded neighbours and bond lengths (Å).
Geometry (Å):
1 C -1.11 -0.01 0.00  C2 1.541, N6 1.396, O9 1.180
2 C -0.59 -1.46 -0.07  C1 1.541, H5 1.098, N7 1.261
3 C 1.18 -0.26 -0.05  N6 1.404, N7 1.407, S10 1.614
4 H 0.24 2.42 0.66  O8 0.981
5 H -1.28 -2.32 -0.08  C2 1.098
6 N 0.12 0.65 0.04  C1 1.396, C3 1.404, O8 1.376
7 N 0.66 -1.56 -0.10  C2 1.261, C3 1.407
8 O 0.23 2.00 -0.23  H4 0.981, N6 1.376
9 O -2.21 0.42 -0.10  C1 1.180
10 S 2.75 0.12 -0.07  C3 1.614

Summary:
* structure (SMILES): O=C1C=NC(=S)N1O
* HOMO-LUMO gap: 7.8 eV
* lowest unoccupied orbital energy: -1.732 eV

natural (NBO) population analysis, charges in e, atoms 1 to 6:
1 C 0.589
2 C 0.062
3 C 0.138
4 H 0.483
5 H 0.215
6 N -0.205



Stability ranking, top and bottom: arrangement b is the most stable and arrangement a is the least stable.



Arrangement a

One molecule with the formula C7H13NSi. Source: OMol25; level of theory: ωB97M-V/def2-TZVPD.

Last columns: bonded neighbours and bond lengths (Å).
Geometry (Å):
1 C 2.12 -0.39 0.20  C2 1.315, C4 1.497, H10 1.062
2 C 0.88 -0.34 0.63  C1 1.315, Si9 1.894
3 C 1.66 -2.51 0.97  C4 1.446, N8 1.220
4 C 2.78 -1.69 0.54  C1 1.497, C3 1.446, H11 1.160, H12 1.151
5 C 0.16 2.31 -0.92  Si9 2.040, H13 0.990, H14 1.120, H15 1.111
6 C -1.93 0.76 1.39  Si9 1.931, H16 1.091, H17 1.097, H18 1.103
7 C -1.43 -0.22 -1.34  Si9 1.796, H19 1.098, H20 1.095, H21 1.074
8 N 0.98 -3.52 1.01  C3 1.220, H22 1.042
9 Si -0.60 0.66 -0.01  C2 1.894, C5 2.040, C6 1.931, C7 1.796
10 H 2.59 0.49 -0.16  C1 1.062
11 H 3.52 -2.21 -0.19  C4 1.160
12 H 3.54 -1.71 1.39  C4 1.151
13 H -0.48 3.05 -0.78  C5 0.990
14 H 1.14 2.70 -0.55  C5 1.120
15 H 0.17 2.04 -2.00  C5 1.111
16 H -2.94 0.47 1.09  C6 1.091
17 H -1.75 -0.02 2.14  C6 1.097
18 H -1.90 1.79 1.77  C6 1.103
19 H -1.92 -1.13 -0.98  C7 1.098
20 H -2.30 0.28 -1.79  C7 1.095
21 H -0.80 -0.44 -2.17  C7 1.074
22 H 1.17 -4.54 1.09  N8 1.042

Summary:
* HOMO-LUMO gap (spin up / spin down): 7.6 / 7.6 eV
* lowest unoccupied orbital energy (spin up / spin down): 0.626 / 0.630 eV

natural (NBO) population analysis, charges in e, atoms 1 to 6:
1 C -0.285
2 C -0.520
3 C 0.544
4 C -0.579
5 C -1.021
6 C -1.095



Arrangement b

A 2-piece molecular cluster, C7H13NSi overall. Source: OMol25; level of theory: ωB97M-V/def2-TZVPD.

Last columns: bonded neighbours and bond lengths (Å).
Geometry (Å):
1 C 2.25 2.27 -1.53  C2 1.266, H10 1.142
2 C 1.47 2.26 -0.53  C1 1.266, H22 0.935
3 C 2.52 -2.76 0.50  C4 1.345, H11 1.074, H12 1.153
4 C 1.92 -1.60 0.20  C3 1.345, C7 1.577, H13 1.085
5 C -1.66 2.17 0.03  Si9 1.901, H14 1.096, H15 1.082, H16 1.024
6 C -3.08 -0.29 1.07  Si9 1.915, H17 1.054, H18 1.100, H19 1.099
7 C 0.55 -1.66 -0.57  C4 1.577, N8 1.475, H20 1.108, H21 1.095
8 N -0.13 -0.36 -0.46  C7 1.475, Si9 1.651
9 Si -1.42 0.31 0.32  C5 1.901, C6 1.915, N8 1.651
10 H 2.98 2.45 -2.38  C1 1.142
11 H 3.45 -2.99 0.99  C3 1.074
12 H 2.03 -3.79 0.29  C3 1.153
13 H 2.40 -0.63 0.24  C4 1.085
14 H -2.06 2.34 -0.98  C5 1.096
15 H -2.34 2.32 0.86  C5 1.082
16 H -0.77 2.66 0.09  C5 1.024
17 H -3.12 -1.30 0.79  C6 1.054
18 H -3.15 -0.24 2.17  C6 1.100
19 H -3.94 0.25 0.66  C6 1.099
20 H -0.06 -2.47 -0.11  C7 1.108
21 H 0.56 -1.96 -1.63  C7 1.095
22 H 1.61 3.02 0.00  C2 0.935

Summary:
* structure (SMILES): C=CCN=[Si](C)C.C#C
* HOMO-LUMO gap: 8.6 eV
* lowest unoccupied orbital energy: 0.459 eV

natural (NBO) population analysis, charges in e, atoms 1 to 6:
1 C -0.151
2 C -0.302
3 C -0.407
4 C -0.179
5 C -1.100
6 C -1.140



Stability ranking, top and bottom: arrangement a is the most stable and arrangement b is the least stable.



Arrangement a

One molecule with the formula CH3N3O2S. Source: OMol25; level of theory: ωB97M-V/def2-TZVPD.

Last columns: bonded neighbours and bond lengths (Å).
Geometry (Å):
1 C -0.53 0.53 -0.03  N2 1.264, N3 1.374, N4 1.383
2 N -0.02 1.68 -0.15  C1 1.264
3 N 0.24 -0.60 -0.04  C1 1.374, S7 1.798, H8 1.012
4 N -1.89 0.35 0.15  C1 1.383, H9 1.010, H10 1.010
5 O 2.50 -0.44 1.28  S7 1.436
6 O 2.60 -0.62 -1.18  S7 1.437
7 S 1.96 -0.09 -0.01  N3 1.798, O5 1.436, O6 1.437
8 H -0.16 -1.49 0.26  N3 1.012
9 H -2.44 1.17 -0.02  N4 1.010
10 H -2.28 -0.49 -0.25  N4 1.010

Summary:
* HOMO-LUMO gap (spin up / spin down): 7.7 / 8.8 eV
* lowest unoccupied orbital energy (spin up / spin down): -2.609 / -1.095 eV

natural (NBO) population analysis, charges in e, atoms 1 to 6:
1 C 0.430
2 N -0.334
3 N -0.835
4 N -0.807
5 O -0.834
6 O -0.827



Arrangement b

One molecule with the formula CH3N3O2S. Source: OMol25; level of theory: ωB97M-V/def2-TZVPD.

Last columns: bonded neighbours and bond lengths (Å).
Geometry (Å):
1 C 0.15 -0.89 0.34  N3 1.282, N4 1.318
2 N 1.05 -2.67 0.89  S7 1.508
3 N -0.99 -1.01 0.92  C1 1.282, O6 1.338, H8 0.995
4 N 0.62 0.12 -0.37  C1 1.318, H9 1.049, H10 0.973
5 O 0.87 -1.46 3.08  S7 1.466
6 O -1.27 -2.00 1.76  N3 1.338, S7 2.012
7 S 0.55 -2.66 2.31  N2 1.508, O5 1.466, O6 2.012
8 H -1.48 -0.17 0.69  N3 0.995
9 H 1.57 0.03 -0.80  N4 1.049
10 H -0.01 0.81 -0.64  N4 0.973

Summary:
* HOMO-LUMO gap: 8.7 eV
* lowest unoccupied orbital energy: -0.695 eV

natural (NBO) population analysis, charges in e, atoms 1 to 6:
1 C 0.581
2 N -0.824
3 N -0.260
4 N -0.814
5 O -0.930
6 O -0.544



Stability ranking, top and bottom: arrangement a is the most stable and arrangement b is the least stable.



Arrangement a

A 17-piece molecular cluster, H34O17 overall. Source: OMol25; level of theory: ωB97M-V/def2-TZVPD.

Last columns: bonded neighbours and bond lengths (Å).
Geometry (Å):
1 O 1.65 -1.18 -3.91  H2 0.950, H3 0.995
2 H 1.60 -0.23 -3.96  O1 0.950
3 H 1.40 -1.40 -2.97  O1 0.995
4 O 1.06 1.70 2.40  H5 0.953, H6 0.980
5 H 0.92 0.79 2.16  O4 0.953
6 H 1.75 1.97 1.76  O4 0.980
7 O -3.95 -0.66 -0.50  H8 0.926, H9 0.935
8 H -3.32 0.02 -0.41  O7 0.926
9 H -3.69 -0.96 -1.35  O7 0.935
10 O 0.02 0.28 0.23  H11 0.939, H12 0.951
11 H 0.25 -0.33 -0.44  O10 0.939
12 H -0.72 -0.05 0.73  O10 0.951
13 O -1.85 0.44 2.43  H14 0.968, H15 0.974
14 H -1.48 0.74 3.28  O13 0.968
15 H -2.81 0.57 2.51  O13 0.974
16 O 1.87 1.44 -2.40  H17 0.968, H18 0.959
17 H 0.91 1.33 -2.45  O16 0.968
18 H 2.16 1.38 -1.49  O16 0.959
19 O 0.42 -3.03 0.60  H20 0.975, H21 0.954
20 H -0.47 -2.63 0.49  O19 0.975
21 H 0.21 -3.61 1.32  O19 0.954
22 O -0.80 -1.53 -2.16  H23 0.933, H24 0.989
23 H -0.72 -1.56 -3.09  O22 0.933
24 H -0.61 -2.46 -1.86  O22 0.989
25 O 0.71 3.11 -0.05  H26 0.982, H27 0.970
26 H 0.66 2.15 -0.24  O25 0.982
27 H 0.12 3.49 -0.72  O25 0.970
28 O 2.92 1.23 0.11  H29 0.967, H30 0.983
29 H 2.78 0.44 0.66  O28 0.967
30 H 3.90 1.21 0.03  O28 0.983
31 O 2.47 -1.10 1.65  H32 0.991, H33 0.946
32 H 2.08 -1.33 0.77  O31 0.991
33 H 3.41 -1.24 1.56  O31 0.946
34 O 2.25 -1.34 -1.03  H35 0.938, H36 0.989
35 H 2.88 -0.95 -1.60  O34 0.938
36 H 2.12 -2.30 -1.24  O34 0.989
37 O -2.11 -2.26 0.78  H38 0.941, H39 0.947
38 H -2.50 -2.69 1.52  O37 0.941
39 H -2.79 -1.95 0.19  O37 0.947
40 O -0.74 1.17 -2.56  H41 0.948, H42 0.937
41 H -1.22 1.35 -3.36  O40 0.948
42 H -0.76 0.25 -2.36  O40 0.937
43 O -1.47 3.05 2.58  H44 0.942, H45 0.915
44 H -1.49 2.11 2.49  O43 0.942
45 H -0.65 3.24 2.23  O43 0.915
46 O -0.32 -1.87 3.04  H47 0.926, H48 0.941
47 H 0.40 -1.54 2.56  O46 0.926
48 H -1.10 -1.46 2.71  O46 0.941
49 O -2.16 2.15 -0.22  H50 0.916, H51 0.921
50 H -1.63 2.00 0.52  O49 0.916
51 H -1.57 2.01 -0.91  O49 0.921

Summary:
* HOMO-LUMO gap: 9.8 eV
* lowest unoccupied orbital energy: -0.416 eV

natural (NBO) population analysis, charges in e, atoms 1 to 6:
1 O -0.971
2 H 0.492
3 H 0.468
4 O -0.967
5 H 0.469
6 H 0.493



Arrangement b

A 17-piece molecular cluster, H34O17 overall. Source: OMol25; level of theory: ωB97M-V/def2-TZVPD.

Last columns: bonded neighbours and bond lengths (Å).
Geometry (Å):
1 O -11.71 22.96 -10.13  H2 0.967, H3 0.955
2 H -11.48 23.71 -10.69  O1 0.967
3 H -11.50 23.10 -9.22  O1 0.955
4 O -11.83 20.28 -10.89  H5 0.979, H6 0.948
5 H -11.62 21.23 -10.76  O4 0.979
6 H -12.72 20.22 -11.21  O4 0.948
7 O -6.71 24.79 -8.21  H8 0.947, H9 0.952
8 H -6.95 24.02 -7.72  O7 0.947
9 H -6.03 25.15 -7.66  O7 0.952
10 O -8.38 23.04 -6.68  H11 0.951, H12 0.934
11 H -8.16 23.40 -5.83  O10 0.951
12 H -7.73 22.48 -7.04  O10 0.934
13 O -6.71 20.60 -12.26  H14 0.950, H15 0.966
14 H -6.63 21.26 -11.58  O13 0.950
15 H -7.64 20.32 -12.32  O13 0.966
16 O -10.16 20.05 -8.54  H17 0.974, H18 0.959
17 H -10.41 20.23 -9.46  O16 0.974
18 H -9.21 19.94 -8.55  O16 0.959
19 O -6.10 21.78 -7.54  H20 0.955, H21 0.939
20 H -5.26 22.17 -7.78  O19 0.955
21 H -6.45 21.37 -8.31  O19 0.939
22 O -8.68 22.53 -9.72  H23 0.945, H24 0.989
23 H -8.70 23.47 -9.69  O22 0.945
24 H -9.02 22.25 -10.61  O22 0.989
25 O -6.13 22.42 -10.33  H26 0.935, H27 0.936
26 H -7.02 22.53 -10.05  O25 0.935
27 H -5.94 23.22 -10.78  O25 0.936
28 O -9.06 25.18 -10.19  H29 0.971, H30 0.977
29 H -9.72 25.34 -9.50  O28 0.971
30 H -9.46 25.42 -11.05  O28 0.977
31 O -7.54 23.91 -12.68  H32 1.003, H33 0.961
32 H -7.13 24.42 -11.92  O31 1.003
33 H -6.78 23.72 -13.23  O31 0.961
34 O -9.03 19.32 -11.49  H35 0.978, H36 0.968
35 H -9.13 18.60 -12.14  O34 0.978
36 H -9.82 19.84 -11.70  O34 0.968
37 O -10.65 25.10 -8.10  H38 0.965, H39 0.944
38 H -11.43 25.42 -8.57  O37 0.965
39 H -10.64 25.57 -7.28  O37 0.944
40 O -6.30 25.13 -10.80  H41 0.926, H42 0.948
41 H -6.62 25.12 -9.93  O40 0.926
42 H -5.39 25.13 -10.56  O40 0.948
43 O -7.52 19.73 -9.24  H44 0.959, H45 0.967
44 H -7.93 19.72 -10.11  O43 0.959
45 H -7.74 18.85 -8.91  O43 0.967
46 O -11.15 22.37 -7.44  H47 0.961, H48 0.966
47 H -10.62 21.67 -7.83  O46 0.961
48 H -10.59 23.02 -7.01  O46 0.966
49 O -9.35 21.95 -12.29  H50 0.948, H51 0.987
50 H -10.09 22.48 -12.53  O49 0.948
51 H -8.58 22.50 -12.57  O49 0.987

Summary:
* HOMO-LUMO gap: 9.6 eV
* lowest unoccupied orbital energy: -0.162 eV

natural (NBO) population analysis, charges in e, atoms 1 to 6:
1 O -0.990
2 H 0.464
3 H 0.524
4 O -0.999
5 H 0.506
6 H 0.483



Stability ranking, top and bottom: arrangement b is the most stable and arrangement a is the least stable.